[1]
DFT (ωB97M-V/def2-TZVPD) results for C2H4Eu as an isolated structure.

Geometry as XYZ:
```
7
Properties=species:S:1:pos:R:3:forces:R:3:mulliken_charge:R:1
C 1.8902 -0.0801 -1.2038 -0.688 1.432 -0.676 -0.97
C 1.1106 0.5604 -0.2779 0.274 -0.902 0.034 -0.49
H 1.4387 -0.6525 -2.0277 0.051 -0.078 0.420 0.25
H 2.8844 0.2987 -1.4938 -0.054 -0.496 0.556 0.34
H 1.7054 1.1735 0.4241 -0.061 0.046 -0.340 0.17
Eu -1.4344 0.4317 -0.0813 0.543 -0.043 -0.062 0.70
H 3.0787 -1.8966 -0.8134 -0.066 0.042 0.067 0.00
```
Positions in Å, forces in eV/Å.

Results
Kohn-Sham gap (spin up / spin down) in Ha: 0.206 / 0.224
Multiplicity: 8
⟨S²⟩: 15.775
LUMO energy (spin up / spin down) in Eh: 0.0030 / -0.0370
Charge: 0

***

[2]
DFT (ωB97M-V/def2-TZVPD) results for C3HN3O2 in the gas phase.

Geometry as XYZ:
```
9
Properties=species:S:1:pos:R:3:forces:R:3:mulliken_charge:R:1
C -0.7480 0.5925 0.9593 -2.811 1.544 -2.516 -0.30
C 1.1179 -0.3862 -0.0549 -1.720 1.358 0.707 0.58
C -0.2396 0.0518 -0.2488 -0.781 -1.479 -2.245 0.51
H -1.8079 1.0434 0.9963 2.086 -0.547 0.660 0.31
N 0.2292 0.7483 1.7310 1.065 -1.229 2.341 -0.33
N -1.0233 -0.7729 -2.4313 1.266 2.172 4.627 -0.59
N -0.7376 -0.3378 -1.3930 -2.096 -1.982 -4.481 0.56
O 1.2937 -0.0947 1.2148 1.075 1.661 2.701 -0.19
O 1.9155 -0.8444 -0.7734 1.915 -1.498 -1.795 -0.54
```
Positions in Å, forces in eV/Å.

Results
Kohn-Sham gap in Ha: 0.332
LUMO energy in Eh: -0.0235
Charge: 0
Relative energy (zero: lowest compared OMol25 entry of this formula, charge and spin) in kJ/mol: 279.35

***

[3]
DFT (ωB97M-V/def2-TZVPD) results for C5H10N2O2 in the gas phase.

Geometry as XYZ:
```
19
Properties=species:S:1:pos:R:3:forces:R:3:mulliken_charge:R:1
N 0.9507 2.0959 0.0530 2.034 -4.637 3.322 -0.51
C 0.4996 0.7770 0.7913 -1.029 2.260 1.136 -1.20
C 0.1160 -0.4647 0.1147 -1.020 -3.766 -3.842 1.12
C 1.1005 -1.0336 -1.0053 -1.255 0.972 0.980 -0.65
O 2.2950 -0.3995 -0.6533 0.818 3.372 -2.526 -0.61
C -0.7853 -1.5206 0.8312 0.951 2.290 -2.008 -0.84
N -1.2483 -0.8057 -0.3535 0.380 2.602 1.192 -0.21
C -2.2647 0.1106 -0.2993 1.300 3.851 -5.325 0.00
O -2.3465 1.1796 -1.0158 0.807 -3.730 3.329 -0.57
H 1.3783 2.7073 0.7583 -0.837 -0.051 -0.993 0.21
H 0.3077 2.3832 -0.5925 -2.126 1.490 -1.345 0.23
H -0.2846 0.9049 1.5698 -0.327 0.842 -0.748 0.40
H 1.2194 0.4162 1.4811 1.805 0.280 0.139 0.47
H 1.1670 -2.1393 -0.9868 0.294 0.554 0.373 0.37
H 0.6842 -0.8103 -2.0397 0.571 0.191 1.171 0.23
H 2.1554 0.6502 -0.9763 0.636 -3.849 1.590 0.42
H -0.7267 -2.4955 0.4561 0.700 -1.728 0.881 0.32
H -1.1357 -1.2066 1.7777 -0.588 -0.236 0.914 0.37
H -3.0821 -0.3490 0.0893 -3.114 -0.706 1.761 0.45
```
Positions in Å, forces in eV/Å.

Results
Kohn-Sham gap in Ha: 0.376
LUMO energy in Eh: 0.0256
Charge: 0
Relative energy (zero: lowest compared OMol25 entry of this formula, charge and spin) in kJ/mol: 469.23

***

[4]
DFT (ωB97M-V/def2-TZVPD) results for C18H37OP3SeY as an isolated structure.

Geometry as XYZ:
```
61
Properties=species:S:1:pos:R:3:forces:R:3:mulliken_charge:R:1
Y 0.7951 -0.1610 1.2416 1.137 -0.112 0.022 -1.18
P -0.6606 -0.7576 3.5683 -1.354 -0.555 1.125 1.12
P 0.6627 -2.7267 0.6673 -0.925 -1.595 -1.415 1.09
P 0.1562 2.3555 1.6250 -1.328 1.571 -0.881 1.10
H 0.3400 0.5580 -8.2266 0.270 0.441 0.030 0.28
C 0.8099 1.5422 -8.0826 -0.155 -0.059 0.087 -0.58
C 2.1246 1.7165 -8.2117 0.190 0.044 -0.059 -0.43
H 2.8011 0.8853 -8.4640 -0.425 0.421 0.166 0.25
C -2.4871 -1.0119 3.3359 0.075 0.055 -0.245 -1.25
C -0.1295 -2.3121 4.3878 0.159 -0.070 0.147 -1.13
C -0.6205 0.4601 4.9294 0.194 0.136 0.187 -1.17
C 1.2652 -2.7380 -1.0702 0.247 0.139 -0.171 -1.11
C 1.6596 -3.9428 1.5193 0.620 -0.166 0.482 -1.26
C -0.9934 -3.4829 0.5579 -0.286 -0.113 0.113 -1.23
C 0.6996 3.1026 0.0370 0.395 0.194 -0.012 -1.01
C 0.9350 3.2789 2.9403 0.641 0.096 0.368 -1.18
C -1.6043 2.7899 1.7319 -0.396 0.064 0.204 -1.16
H 0.1301 2.3869 -7.8958 0.361 -0.331 -0.123 0.27
H 2.5922 2.7097 -8.1299 -0.310 -0.530 -0.010 0.25
H -2.9771 -1.3444 4.2750 0.338 0.200 -0.545 0.48
H -2.6710 -1.7532 2.5399 0.035 0.109 0.413 0.27
H -2.9540 -0.0738 2.9893 0.134 -0.263 0.299 0.30
H -0.6141 -2.3999 5.3800 0.246 -0.045 -0.520 0.46
H 0.9635 -2.2855 4.5233 -0.325 -0.040 0.143 0.34
H -0.3599 -3.2030 3.7784 -0.060 0.401 0.259 0.35
H -1.1929 0.0804 5.7961 0.276 0.227 -0.382 0.49
H -1.0293 1.4309 4.6118 -0.028 -0.364 0.106 0.32
H 0.4247 0.6314 5.2267 -0.284 -0.088 0.096 0.39
H 1.5877 -3.7600 -1.3427 -0.272 0.447 -0.008 0.46
H 2.1266 -2.0561 -1.1594 -0.116 -0.357 0.065 0.38
H 0.5054 -2.3555 -1.7760 0.198 -0.437 0.366 0.28
H 1.2040 -4.9367 1.4101 0.261 0.202 0.017 0.42
H 1.7169 -3.6745 2.5774 0.013 -0.308 -0.042 0.31
H 2.6846 -3.9352 1.1198 -0.308 -0.120 0.090 0.44
H -0.8721 -4.5403 0.2552 -0.352 0.499 0.095 0.50
H -1.6211 -2.9270 -0.1665 0.320 -0.448 0.127 0.33
H -1.5155 -3.4139 1.5277 0.267 -0.273 -0.331 0.24
H 0.6977 4.2059 0.1406 -0.068 -0.525 -0.235 0.45
H 0.0613 2.7813 -0.8074 0.103 0.268 0.514 0.26
H 1.7161 2.7490 -0.2035 -0.294 0.309 0.158 0.37
H 0.5992 4.3216 2.8618 0.228 -0.166 0.169 0.47
H 2.0280 3.2100 2.8408 -0.251 0.255 0.011 0.39
H 0.6758 2.8571 3.9165 -0.084 0.215 -0.145 0.29
H -1.6962 3.8625 1.9852 -0.218 -0.497 -0.202 0.46
H -2.1021 2.1749 2.4979 0.153 0.388 -0.071 0.25
H -2.1183 2.5589 0.7815 0.245 0.330 0.266 0.34
C -1.1901 0.2894 -1.8777 -1.307 -0.392 1.818 0.93
C 0.0966 0.2947 -2.4417 2.659 -0.224 -0.367 0.29
C 0.3114 0.6230 -3.7623 0.726 -0.215 0.711 -0.99
C -0.7823 0.9671 -4.5743 -0.483 0.083 -0.021 -0.02
C -2.0891 0.9808 -4.0372 -0.663 -0.082 0.910 -0.91
C -2.2874 0.6505 -2.7025 -1.240 0.357 -1.644 -0.51
Se -1.7107 -0.1695 -0.1461 0.536 0.609 -1.889 0.31
H 1.9394 0.2653 -0.2594 0.618 0.154 -0.364 0.02
H 0.9859 0.0379 -1.8285 -0.736 0.177 -0.307 0.15
H 1.3380 0.6065 -4.1743 -0.774 0.027 0.244 0.48
H -0.6100 1.2197 -5.6167 -0.038 -0.030 -0.029 0.34
H -2.9552 1.2437 -4.6489 0.384 -0.057 0.106 0.45
H -3.2886 0.6443 -2.2585 0.313 0.060 -0.375 0.49
O 3.7361 -0.2660 3.4531 -4.120 0.079 -2.515 -0.12
C 2.7620 -0.2448 2.8350 4.857 -0.096 2.993 0.39
```
Positions in Å, forces in eV/Å.

Results
Kohn-Sham gap (spin up / spin down) in Ha: 0.079 / 0.079
LUMO energy (spin up / spin down) in Eh: -0.4991 / -0.4993
Charge: +3
Relative energy (zero: lowest compared OMol25 entry of this formula, charge and spin) in kJ/mol: 103.05

***

Taking the records one at a time from the top gives largest force on an atom values of 1.7, 5.3, 6.7, 5.7 eV Å⁻¹.